Entry 1:
The following is a quantum chemistry calculation of C25H34N8OPdS2SeSi2Te as an isolated structure in a non-equilibrium geometry, from the Open Molecules 2025 dataset.

```
75
Properties=species:S:1:pos:R:3:forces:R:3:mulliken_charge:R:1
Pd 0.142 0.287 -0.010 -0.8 -0.8 1.6 0.258
C 3.328 -0.233 4.476 -0.1 -0.1 0.0 -0.807
S 1.710 -1.013 4.502 -0.2 -0.1 -0.2 0.130
C 1.041 -0.563 2.982 1.2 1.1 -0.4 0.545
S 1.792 0.586 1.973 -0.4 -0.3 0.0 -0.400
N -0.137 -1.163 2.745 -1.2 -1.0 0.9 -1.638
N -0.702 -1.021 1.584 1.1 1.1 -0.8 1.685
C -1.888 -1.511 1.375 -0.4 -0.5 0.3 -1.133
C -2.427 -1.533 0.036 -0.1 0.1 -0.2 1.073
C -3.629 -2.181 -0.225 0.0 -0.1 0.2 -0.778
C -4.087 -2.248 -1.533 -0.1 0.0 -0.1 -0.702
C -3.342 -1.647 -2.529 -0.1 -0.1 0.0 -0.845
C -2.151 -1.004 -2.184 0.0 0.0 0.0 -0.661
N -1.707 -0.944 -0.943 0.3 0.4 0.1 0.898
H 3.800 -0.524 5.413 0.0 0.0 0.0 0.392
H 3.244 0.850 4.424 0.0 0.0 0.0 0.265
H 3.907 -0.619 3.637 0.0 0.0 0.0 0.332
H -2.457 -1.949 2.194 0.1 0.0 0.0 0.416
H -4.180 -2.638 0.589 0.0 0.0 -0.1 0.537
H -5.010 -2.765 -1.763 0.0 0.0 0.0 0.489
H -3.670 -1.668 -3.560 0.1 0.0 0.0 0.546
H -1.538 -0.531 -2.943 0.0 0.0 0.0 0.497
O -0.095 1.833 -1.819 0.1 0.3 -0.4 0.165
N 0.745 2.338 -2.533 0.3 0.2 -0.2 -0.266
C 1.750 3.116 -2.320 0.1 0.1 -0.2 0.712
C 2.031 3.572 -0.985 -0.6 -0.4 -0.2 0.312
N 1.998 3.781 0.142 0.3 0.2 0.3 -0.313
C 2.567 3.514 -3.424 0.1 0.1 -0.2 -0.339
N 3.246 3.868 -4.280 -0.1 -0.1 0.2 -0.284
C -3.846 4.742 1.173 -0.2 -0.1 -0.1 -0.665
Si -3.837 3.559 -0.278 0.1 -0.6 0.2 0.119
C -2.821 4.250 -1.695 -0.1 0.0 0.0 -0.994
C -5.535 2.966 -0.787 0.0 0.3 -0.1 -1.088
C -2.906 1.953 0.295 -0.4 1.0 -0.3 -0.274
Te -0.969 2.531 0.975 -0.7 -0.1 0.2 0.235
C -1.416 2.454 3.066 0.4 0.1 0.1 -0.897
Si -0.458 3.743 4.157 -0.2 0.0 -0.1 0.055
C -1.469 3.915 5.719 0.1 0.0 -0.1 -1.098
C -0.332 5.345 3.186 0.0 -0.1 0.2 -1.003
C 1.250 3.077 4.535 -0.1 0.0 0.0 -0.809
H -4.285 5.701 0.888 0.0 0.0 0.0 0.453
H -2.828 4.940 1.519 0.0 0.1 0.0 -0.034
H -4.430 4.359 2.015 0.0 0.0 0.0 0.331
H -3.296 5.137 -2.121 0.0 0.0 0.0 0.449
H -2.705 3.525 -2.505 0.0 0.0 0.0 0.285
H -1.826 4.547 -1.355 0.0 0.0 0.0 0.301
H -6.126 3.802 -1.172 0.0 -0.1 0.0 0.364
H -6.081 2.545 0.061 0.0 0.0 0.0 0.342
H -5.485 2.210 -1.574 0.0 0.0 0.0 0.332
H -2.791 1.317 -0.580 0.1 -0.1 0.0 -0.344
H -3.452 1.435 1.083 0.2 -0.1 0.1 0.612
H -1.253 1.429 3.407 0.0 0.0 0.0 0.529
H -2.486 2.668 3.119 0.0 0.0 -0.1 0.585
H -2.463 4.319 5.517 0.0 0.0 0.0 0.331
H -0.969 4.594 6.415 0.0 0.0 0.0 0.351
H -1.586 2.953 6.224 0.0 0.0 0.0 0.335
H -1.270 5.905 3.187 0.0 -0.1 0.0 0.320
H -0.050 5.155 2.150 0.1 0.1 -0.1 0.322
H 0.433 5.999 3.611 0.0 -0.1 0.0 0.404
H 1.197 2.118 5.058 0.0 0.0 0.0 0.185
H 1.791 3.777 5.177 0.0 0.0 0.0 0.479
H 1.829 2.958 3.619 0.1 0.0 0.0 0.270
Se 2.879 -0.159 -0.947 0.4 -0.1 0.0 0.417
N 1.529 -1.302 -0.627 0.2 -0.5 -0.6 -0.564
C 1.467 -2.142 -1.656 0.3 0.2 0.0 0.971
C 0.550 -3.218 -1.798 -0.1 -0.2 -0.1 -0.527
C 0.657 -4.016 -2.892 -0.1 0.1 0.2 -0.662
C 1.648 -3.798 -3.904 0.1 0.1 -0.1 -0.609
C 2.538 -2.783 -3.818 0.0 -0.1 -0.1 -0.690
C 2.470 -1.916 -2.686 -0.1 0.1 0.3 0.665
N 3.270 -0.889 -2.484 0.3 -0.2 -0.4 -0.708
H -0.198 -3.395 -1.037 0.0 0.0 0.0 0.492
H -0.019 -4.855 -3.001 0.0 0.0 0.0 0.446
H 1.679 -4.465 -4.756 0.0 0.0 0.0 0.415
H 3.308 -2.623 -4.560 0.0 0.0 0.0 0.487
```
Positions in Å, forces in eV/Å.

For the HOMO-LUMO gap (alpha / beta), the calculation gives 6.1 / 4.9 eV. As for the spin multiplicity: 5. The net charge is +2.

Entry 2:
The following is a quantum chemistry calculation of C25H35AgBrN3O4P as an isolated structure in a non-equilibrium geometry, from the Open Molecules 2025 dataset.

```
70
Properties=species:S:1:pos:R:3:forces:R:3:mulliken_charge:R:1
Ag 0.656 -0.248 -0.252 0.5 -0.2 -0.1 0.517
O -1.295 -4.289 3.208 -0.2 0.0 -0.1 -0.595
C 0.056 -4.199 2.963 0.5 0.0 0.0 1.180
C 0.972 -4.786 3.824 -0.1 -0.1 0.1 -0.764
C 2.332 -4.681 3.578 0.0 -0.1 0.1 -0.596
C 2.780 -3.982 2.473 0.2 0.0 0.0 -0.727
C 1.861 -3.415 1.607 -0.1 -0.1 0.0 -0.387
C 0.500 -3.512 1.833 -0.2 -0.1 -0.1 -0.092
C -0.468 -2.931 0.775 -0.6 -1.0 0.3 0.029
O 0.086 -2.491 -0.301 0.5 0.5 -0.6 -0.805
N -1.282 -1.914 1.540 -0.5 0.3 0.5 -0.133
N -1.154 -0.640 1.334 -0.2 0.1 0.3 -0.190
C -1.543 0.220 2.224 -0.4 -1.3 0.1 -0.641
C -1.396 1.621 2.059 0.2 1.5 0.0 0.383
Br -1.131 2.159 0.239 -0.1 0.1 0.4 -0.074
C -1.447 2.482 3.112 -0.1 -1.3 -0.7 -0.610
C -1.100 3.864 3.284 0.2 0.9 0.1 1.056
C -0.497 4.684 2.316 -0.2 -0.2 0.1 -0.090
C -0.096 5.966 2.628 0.1 0.2 0.1 -0.686
C -0.282 6.487 3.899 0.0 0.0 0.0 -0.481
C -0.891 5.701 4.867 0.1 0.2 0.1 -0.490
C -1.290 4.417 4.564 0.0 -0.2 -0.2 -0.813
H -1.447 -4.879 3.955 0.1 0.1 -0.1 0.312
H 0.620 -5.343 4.685 0.0 0.0 0.1 0.251
H 3.033 -5.156 4.251 0.0 0.0 0.0 0.371
H 3.840 -3.896 2.276 0.1 0.0 0.0 0.381
H 2.170 -2.898 0.712 0.0 0.1 -0.2 0.576
H -1.232 -3.742 0.599 0.2 0.2 0.0 0.207
H -1.640 -2.241 2.437 0.0 0.2 -0.1 0.210
H -1.945 -0.126 3.186 0.1 0.1 -0.1 0.468
H -1.721 1.997 4.046 0.1 -0.1 0.0 0.117
H -0.335 4.325 1.316 0.0 -0.1 0.0 0.172
H 0.379 6.565 1.864 0.0 0.1 -0.1 0.383
H 0.046 7.490 4.130 0.0 0.1 0.0 0.376
H -1.043 6.101 5.862 0.0 -0.1 0.0 0.373
H -1.747 3.804 5.333 0.0 0.0 0.0 0.346
O 2.073 0.592 -2.048 -0.5 0.0 0.0 -0.404
N 1.170 0.790 -2.903 0.0 0.1 -0.1 0.193
O 0.009 0.549 -2.532 0.5 0.1 0.1 -0.394
C 1.209 -0.892 4.053 0.0 0.2 0.0 -0.994
C 2.110 0.319 3.834 -0.1 -0.1 -0.3 0.295
C 3.368 0.171 4.686 -0.2 0.3 -0.1 -1.839
P 2.322 0.560 1.957 0.3 0.4 0.5 0.713
C 2.364 2.443 1.905 0.0 -0.3 0.0 2.440
C 3.178 3.231 2.931 -0.1 -0.1 -0.1 -1.669
C 2.667 2.917 0.487 -0.2 -0.2 0.0 -1.613
C 4.052 -0.102 1.596 -0.3 0.1 -0.1 1.224
C 4.104 -0.507 0.123 -0.2 -0.2 0.1 -1.679
C 5.255 0.776 1.929 -0.1 -0.2 0.2 -1.687
H 0.976 -1.021 5.110 0.0 0.0 0.2 0.674
H 1.686 -1.798 3.691 0.0 -0.2 0.0 0.024
H 0.277 -0.762 3.514 -0.1 -0.1 -0.1 -0.179
H 1.559 1.211 4.168 0.1 -0.1 -0.1 0.501
H 3.963 -0.681 4.365 0.1 -0.1 0.0 0.264
H 3.079 0.000 5.723 0.0 0.0 0.1 0.505
H 3.989 1.062 4.658 0.1 0.0 0.0 0.337
H 1.309 2.670 2.118 0.1 -0.1 -0.1 -1.485
H 4.248 3.186 2.740 0.1 -0.1 0.0 0.284
H 2.986 2.885 3.943 0.0 0.0 0.1 0.332
H 2.880 4.280 2.879 0.0 0.1 0.0 0.440
H 3.739 2.921 0.299 0.1 0.0 -0.1 0.290
H 2.289 3.929 0.348 0.0 0.2 -0.1 0.397
H 2.200 2.267 -0.253 0.0 0.1 -0.1 0.308
H 4.100 -1.023 2.193 -0.1 0.1 0.0 0.130
H 4.134 0.364 -0.526 0.0 0.1 -0.1 0.366
H 3.216 -1.079 -0.157 0.1 0.0 -0.1 0.203
H 4.982 -1.120 -0.078 0.2 0.0 0.0 0.473
H 5.288 1.632 1.261 0.0 0.2 0.0 0.273
H 6.174 0.205 1.783 0.1 0.0 -0.1 0.488
H 5.241 1.127 2.955 0.1 0.1 0.1 0.260
```
Positions in Å, forces in eV/Å.

For the HOMO-LUMO gap, the calculation gives 6.9 eV. The net charge is -1.

Entry 3:
The following is a quantum chemistry calculation of C25H35As3NPd as an isolated structure, from the Open Molecules 2025 dataset.

```
65
Properties=species:S:1:pos:R:3:forces:R:3:mulliken_charge:R:1
Pd 0.565 -0.249 0.125 -0.1 0.1 0.0 0.029
C -0.142 -2.498 2.985 0.0 0.0 0.0 -1.331
As -0.739 -0.990 1.927 0.0 0.0 0.0 0.912
C -1.200 0.322 3.271 0.0 0.0 0.0 -1.151
C -2.468 -1.578 1.259 0.0 0.0 0.0 0.210
C -3.267 -2.414 2.033 0.0 0.0 0.0 -0.940
C -4.501 -2.835 1.561 0.0 0.0 0.0 -0.788
C -4.943 -2.413 0.316 0.0 0.0 0.0 -0.760
C -4.156 -1.569 -0.452 0.0 0.0 0.0 -0.728
C -2.914 -1.143 0.010 0.0 0.0 0.0 0.231
As -1.776 0.068 -1.009 0.0 0.0 0.0 1.231
C -2.427 -0.183 -2.828 0.0 0.0 0.0 -1.424
C -2.625 1.767 -0.574 0.0 0.0 0.0 -1.075
H -0.828 -2.666 3.813 0.0 0.0 0.0 0.518
H 0.845 -2.285 3.388 0.0 0.0 0.0 0.477
H -0.099 -3.387 2.359 0.0 0.0 0.0 0.267
H -1.910 -0.111 3.975 0.0 0.0 0.0 0.471
H -1.650 1.184 2.781 0.0 0.0 0.0 0.261
H -0.294 0.634 3.786 0.0 0.0 0.0 0.386
H -2.933 -2.751 3.006 0.0 0.0 0.0 0.311
H -5.114 -3.492 2.163 0.0 0.0 0.0 0.413
H -5.904 -2.741 -0.058 0.0 0.0 0.0 0.415
H -4.520 -1.245 -1.419 0.0 0.0 0.0 0.330
H -3.478 0.088 -2.910 0.0 0.0 0.0 0.489
H -2.290 -1.219 -3.134 0.0 0.0 0.0 0.384
H -1.849 0.460 -3.491 0.0 0.0 0.0 0.371
H -3.683 1.741 -0.835 0.0 0.0 0.0 0.465
H -2.126 2.571 -1.113 0.0 0.0 0.0 0.303
H -2.518 1.949 0.494 0.0 0.0 0.0 0.219
N 1.709 1.027 -1.178 0.0 -0.1 -0.1 -0.600
C 1.123 2.333 -0.993 0.0 0.0 0.0 0.851
C 0.579 3.011 -2.069 0.0 0.0 0.0 -0.682
C -0.033 4.241 -1.870 0.0 0.0 0.0 -0.781
C -0.092 4.780 -0.594 0.0 0.0 0.0 -0.721
C 0.471 4.095 0.475 0.0 0.0 0.0 -0.783
C 1.088 2.861 0.300 0.0 0.0 0.0 0.670
C 1.743 2.131 1.416 0.0 0.0 0.0 0.996
C 2.514 2.852 2.330 0.0 0.0 0.0 -0.675
C 3.194 2.217 3.356 0.0 0.0 0.0 -0.849
C 3.139 0.835 3.456 0.0 0.1 0.0 -0.719
C 2.381 0.108 2.546 0.0 -0.1 0.0 -0.063
C 1.658 0.734 1.536 0.0 0.0 0.0 -0.399
H 1.717 0.774 -2.159 0.0 0.0 0.0 0.305
H 2.664 0.995 -0.828 0.0 0.1 0.0 0.262
H 0.644 2.588 -3.066 0.0 0.0 0.0 0.399
H -0.456 4.775 -2.710 0.0 0.0 0.0 0.397
H -0.571 5.735 -0.429 0.0 0.0 0.0 0.419
H 0.422 4.519 1.470 0.0 0.0 0.0 0.548
H 2.600 3.926 2.217 0.0 0.0 0.0 0.522
H 3.786 2.795 4.053 0.0 0.0 0.0 0.413
H 3.690 0.322 4.233 0.0 0.0 0.0 0.458
H 2.374 -0.973 2.621 0.0 0.0 0.0 0.459
C 2.647 -3.531 -0.594 0.0 0.0 0.0 -1.236
As 0.990 -2.611 -1.048 0.1 0.0 0.0 0.283
C -0.275 -4.082 -0.840 0.0 0.0 0.0 -1.107
C 1.146 -2.615 -2.994 0.0 0.0 0.0 -1.203
H 2.718 -4.480 -1.126 0.0 0.0 0.0 0.431
H 2.679 -3.713 0.479 0.0 0.0 0.0 0.357
H 3.495 -2.903 -0.863 0.0 0.0 0.0 0.388
H -0.017 -4.900 -1.513 0.0 0.0 0.0 0.459
H -1.287 -3.737 -1.054 0.0 0.0 0.0 0.267
H -0.242 -4.447 0.186 0.0 0.0 0.0 0.329
H 1.406 -3.610 -3.353 0.0 0.0 0.0 0.438
H 1.917 -1.912 -3.308 0.0 0.0 0.0 0.374
H 0.198 -2.311 -3.438 0.0 0.0 0.0 0.296
```
Positions in Å, forces in eV/Å.

For the HOMO-LUMO gap, the calculation gives 8.0 eV. The net charge is +1.

We obtain ΔE to the lowest compared entry with this formula, charge and spin values of 1.461 1.646 0.234 eV for the records listed above, in that order.
We obtain total energy values of -153970.4043 -122481.9575 -213973.9825 eV for the records listed above, in that order.